Here is a gas-phase ion, C4H10N3OS (charge +1) from OMol25. Energies are from the ωB97M-V functional and the def2-TZVPD basis.

XYZ file:
```
19
Properties=species:S:1:pos:R:3:forces:R:3
N 0.068362 1.424249 1.884289 0.760 -0.622 -0.317
S 0.414050 0.483148 0.744270 -1.745 0.275 3.062
O -0.960654 0.118157 0.191899 1.639 -1.206 -0.325
C -2.506874 0.484763 -0.170805 -1.418 -0.069 -3.632
N -3.015878 -0.696583 -0.680232 1.377 2.280 -1.471
N 1.211135 -1.021329 0.931907 -1.763 3.195 0.598
C 1.866740 -1.238581 -0.281716 1.753 0.516 -2.020
C 2.376229 0.162286 -0.777523 -1.958 -0.712 1.988
C 1.709854 1.157531 -0.197768 -0.463 -1.699 -0.875
H 0.938685 1.922761 2.024013 0.154 0.509 0.802
H -3.176519 1.010091 0.544472 1.488 -0.673 0.432
H -2.266025 1.120982 -1.060696 -0.295 -0.147 1.253
H -2.765111 -0.936357 -1.665772 -0.457 0.041 1.734
H -3.480676 -1.332692 -0.110684 -0.796 -1.203 0.831
H 0.785506 -1.721488 1.514733 -0.309 -0.271 -0.219
H 1.219457 -1.580633 -1.107163 0.312 -0.550 0.231
H 2.720877 -1.870922 -0.071130 0.130 -0.347 -0.558
H 3.123835 0.298733 -1.481878 1.450 -0.053 -1.143
H 1.737005 2.215885 -0.230220 0.142 0.736 -0.371
```
Forces are in eV/Å.

## Properties
* Kohn-Sham gap: 10.2 eV
* SMILES: N=[S@]1(OCN)=[NH+]CC=C1
* net charge: +1

=====

Here is 3 unconnected molecules or ions with the total composition C23H44Cl3N2O3P from OMol25. Energies are from the ωB97M-V functional and the def2-TZVPD basis.

XYZ file:
```
76
Properties=species:S:1:pos:R:3:forces:R:3
C 2.644270 4.923217 -0.529198 -0.095 0.352 -0.186
C 1.916364 3.463283 -0.698304 0.476 0.042 -0.107
Cl 0.215403 3.566948 0.121192 1.199 0.080 -0.640
C 2.696814 2.216949 0.048107 0.547 -0.005 -0.923
P 1.438514 0.730652 0.006278 -0.917 0.073 0.248
Cl 2.367664 -1.081276 0.630791 0.216 0.984 -0.607
C 1.035910 0.422918 -1.874496 1.443 -0.150 -1.505
C 2.396430 0.371938 -2.809568 0.078 5.899 -3.362
O 2.738183 1.447154 -3.540111 -1.710 -7.375 4.865
Cl 3.365519 -1.225957 -2.830429 -1.230 2.268 0.000
H 1.840949 5.793803 -0.402334 1.640 -2.100 -0.487
H 3.261377 5.113340 -1.519934 -1.129 -0.316 2.194
H 3.342707 5.012150 0.425639 -1.430 -0.532 -2.096
H 1.679706 3.225741 -1.835563 0.719 0.536 2.529
H 3.648554 1.830937 -0.521246 -1.585 1.308 0.997
H 2.968307 2.540046 1.150939 -0.722 -0.929 -2.244
H 0.464869 -0.584078 -2.054457 1.054 1.978 0.730
H 0.394528 1.359525 -2.212690 1.429 -2.041 0.582
C 3.021658 -4.790086 -2.379972 0.145 -0.073 -0.161
C 2.672699 -5.798186 -1.250726 0.028 2.019 -0.009
C 3.944332 -6.066255 -0.406724 -0.030 -0.347 -0.023
C 4.966497 -6.929632 -1.141311 0.000 0.030 -0.022
C 4.334855 -8.231845 -1.622365 -0.123 0.191 0.293
C 3.035298 -8.032405 -2.448375 0.530 -1.056 -1.669
N 2.081045 -7.057876 -1.820578 -0.568 -2.463 4.381
O 1.431297 -7.729192 -0.766065 1.287 1.857 -3.015
C 3.379100 -7.562093 -3.885870 0.140 0.189 -0.137
C 2.398329 -9.445753 -2.682339 -0.366 0.363 0.668
C 1.639401 -5.005059 -0.381728 -0.080 -0.758 0.112
H 3.237759 -3.797852 -1.962622 -0.206 -0.376 0.172
H 3.912539 -5.048536 -2.948503 -0.079 -0.138 -0.043
H 2.186449 -4.672605 -3.078073 0.084 -0.091 0.084
H 3.675747 -6.564175 0.534672 -0.172 0.015 -0.189
H 4.417661 -5.117731 -0.122110 -0.306 -0.007 -0.148
H 5.398992 -6.382893 -1.985475 -0.052 0.011 0.029
H 5.801294 -7.156843 -0.467692 -0.095 0.027 -0.111
H 5.075147 -8.788555 -2.211118 -0.322 0.028 -0.105
H 4.122309 -8.850589 -0.740480 -0.206 0.070 -0.147
H 2.472558 -7.280689 -4.436457 0.138 -0.003 0.208
H 3.862859 -8.363356 -4.460050 -0.170 0.021 0.328
H 4.078003 -6.729123 -3.922976 -0.103 0.073 0.066
H 2.195960 -9.979082 -1.746236 -0.066 0.327 -0.128
H 3.073245 -10.091207 -3.257645 0.069 0.433 0.054
H 1.459538 -9.368676 -3.244545 0.154 0.072 0.152
H 0.727788 -4.796277 -0.952718 0.136 -0.116 0.033
H 2.051781 -4.040438 -0.059698 0.175 -0.264 -0.307
H 1.355250 -5.534490 0.534924 0.048 -0.093 -0.336
C -5.370812 3.760491 1.591042 -0.201 0.132 -0.016
C -4.074099 4.287383 2.264951 -0.612 -1.889 -0.389
C -4.277538 4.302916 3.801058 0.108 0.335 0.033
C -5.212672 5.418946 4.259160 -0.026 -0.020 -0.019
C -4.734768 6.774409 3.748795 0.227 -0.286 0.058
C -4.480284 6.815298 2.217625 -1.185 1.602 -0.467
N -3.695879 5.636373 1.718344 4.081 0.724 2.895
O -2.345903 5.860090 2.053536 -3.449 -0.620 -1.371
C -5.826157 6.899381 1.451244 -0.241 -0.121 -0.023
C -3.798370 8.187261 1.884860 0.595 -0.593 0.084
C -3.019591 3.189078 1.899373 0.360 0.684 0.153
H -5.522011 2.696736 1.816821 0.304 0.232 0.020
H -6.281265 4.246216 1.935777 0.076 0.127 -0.058
H -5.317838 3.855714 0.501617 0.033 0.070 0.145
H -3.311499 4.423198 4.309575 -0.017 0.044 -0.253
H -4.679276 3.339443 4.140279 0.107 0.049 -0.317
H -6.237122 5.226825 3.924227 0.052 -0.021 -0.020
H -5.249994 5.434878 5.354891 -0.020 0.009 -0.147
H -5.470618 7.538591 4.030116 0.138 -0.006 -0.311
H -3.811630 7.031338 4.285028 0.018 -0.024 -0.260
H -5.672737 6.785911 0.370624 0.049 -0.063 0.236
H -6.308148 7.874355 1.602373 0.331 -0.144 0.081
H -6.564660 6.168389 1.773651 0.093 -0.096 -0.047
H -2.870143 8.345756 2.446070 -0.138 -0.263 -0.196
H -4.455197 9.026420 2.144644 -0.136 -0.420 -0.003
H -3.571526 8.267250 0.814585 -0.022 -0.114 0.196
H -2.855437 3.150417 0.816684 -0.035 0.101 0.142
H -3.359583 2.194378 2.214381 -0.236 0.362 -0.004
H -2.050707 3.346766 2.386908 -0.227 0.198 -0.156
```
Forces are in eV/Å.

## Properties
* Kohn-Sham gap (spin up / spin down): 8.6 / 8.6 eV
* multiplicity: 3

=====

Here is C14H16N2O3S in the gas phase from OMol25. Energies are from the ωB97M-V functional and the def2-TZVPD basis.

XYZ file:
```
36
Properties=species:S:1:pos:R:3:forces:R:3
C 3.883890 2.799328 0.043454 0.007 0.204 0.008
O 3.865807 1.395359 0.070250 -0.188 -0.440 0.058
C 2.657820 0.753402 0.214285 0.131 0.053 -0.033
C 1.463384 1.427669 0.432138 0.151 0.088 -0.044
C 0.266918 0.752395 0.593510 -0.007 -0.096 0.049
C 0.230145 -0.630205 0.541596 0.060 0.028 0.177
C -1.063754 -1.383788 0.656441 0.033 0.061 -0.179
C -1.634470 -1.697728 -0.740264 0.088 -0.193 0.068
C -1.813659 -0.433002 -1.526867 0.049 -0.329 -0.143
O -1.074606 -0.053810 -2.402531 0.129 -0.003 -0.103
N -2.900419 0.368236 -1.202452 0.126 0.687 -0.388
C -3.952354 0.151374 -0.365333 -1.029 0.548 0.309
N -4.150545 -0.862589 0.399394 0.746 -0.386 -0.271
C -5.310642 -0.754766 1.092822 -0.655 0.492 0.126
C -6.031161 0.368529 0.865952 0.083 -0.044 -0.020
S -5.231055 1.374291 -0.286967 0.414 -0.598 0.107
C 1.417504 -1.307258 0.319343 0.181 0.238 -0.012
C 2.632581 -0.652127 0.152861 -0.117 -0.096 -0.024
O 3.691175 -1.491921 -0.034157 -0.325 0.077 0.202
C 4.941357 -1.008950 -0.470129 0.474 0.038 -0.140
H 3.265796 3.196679 -0.768149 0.006 -0.009 0.041
H 3.555393 3.227694 0.996422 -0.007 -0.009 -0.052
H 4.924232 3.071999 -0.130632 -0.088 0.048 0.016
H 1.457248 2.504602 0.482504 0.059 0.099 -0.001
H -0.638623 1.316066 0.764854 -0.113 0.056 0.027
H -1.795099 -0.802555 1.218110 0.036 -0.079 0.059
H -0.903031 -2.328627 1.176930 -0.074 0.015 0.051
H -0.929946 -2.326094 -1.285680 -0.046 0.093 -0.066
H -2.591675 -2.205635 -0.628872 0.094 -0.038 -0.055
H -2.940830 1.224496 -1.744676 0.151 -0.231 0.033
H -5.579868 -1.548255 1.765198 -0.141 -0.086 0.147
H -6.964421 0.670571 1.293510 -0.213 0.018 0.130
H 1.433031 -2.385054 0.267406 0.022 -0.171 -0.013
H 5.429131 -0.396023 0.290514 -0.031 -0.075 -0.103
H 4.850865 -0.433307 -1.393931 0.018 -0.032 0.053
H 5.539876 -1.901003 -0.656847 -0.024 0.073 -0.009
```
Forces are in eV/Å.

## Properties
* Kohn-Sham gap: 8.5 eV
* SMILES: COc1ccc(CCC(=O)Nc2nccs2)cc1OC

=====

Here is a molecular structure, C3H4InO2 from OMol25. Energies are from the ωB97M-V functional and the def2-TZVPD basis.

XYZ file:
```
10
Properties=species:S:1:pos:R:3:forces:R:3
C 0.970983 0.100335 -1.086856 1.123 1.715 0.025
C 1.271764 0.312184 0.191006 -0.850 0.003 1.305
O 0.441066 -0.193874 1.211571 1.316 -1.839 -2.069
C -0.443144 0.608902 1.745925 -1.075 1.940 0.825
O -1.614167 0.186165 1.320636 0.053 -0.584 -0.263
H 1.608609 0.716163 -1.737145 -0.209 -0.683 -0.143
H 2.099859 0.896049 0.606257 -0.143 -0.184 -0.480
H -2.303088 0.745872 1.696667 -0.111 0.156 0.266
In -0.601503 -0.988176 -1.770390 0.160 -0.953 0.685
H -1.430379 -2.383620 -2.177671 -0.263 0.430 -0.151
```
Forces are in eV/Å.

## Properties
* Kohn-Sham gap: 7.1 eV
* net charge: +1

=====

Computed molar mass, in the same sequence as the records: 148.21; 533.95; 292.36; 186.88 g mol⁻¹.